{
  "formula": "C54H55AuIN2P3",
  "method": "wB97M-V/def2-TZVPD",
  "spin_multiplicity": 1,
  "total_charge": 2,
  "e_above_lowest_kcal_mol": 0.0,
  "e_tot_ha": -3657.24950,
  "largest_force_ev_per_a": 0.8,
  "symbols": ["Au", "C", "P", "C", "N", "C", "C", "C", "C", "C", "C", "N", "C", "P", "C", "C", "C", "C", "C", "C", "C", "C", "C", "H", "H", "H", "H", "H", "H", "H", "H", "H", "H", "H", "H", "H", "H", "H", "H", "H", "H", "H", "H", "H", "H", "H", "H", "H", "H", "H", "H", "I", "C", "C", "C", "C", "C", "C", "C", "C", "C", "P", "C", "C", "C", "C", "C", "C", "C", "C", "C", "C", "C", "C", "C", "H", "H", "H", "H", "H", "H", "H", "H", "H", "H", "H", "H", "H", "H", "H", "H", "C", "C", "C", "C", "C", "C", "C", "C", "C", "C", "C", "C", "C", "C", "H", "H", "H", "H", "H", "H", "H", "H", "H", "H", "H"],
  "positions_angstrom": [[0.400, -0.429, 0.021], [-0.278, 3.249, -0.955], [-0.373, 1.471, -1.333], [0.962, 1.318, -2.610], [0.667, 1.599, -3.849], [1.651, 1.468, -4.775], [1.372, 1.753, -6.133], [2.365, 1.627, -7.059], [3.664, 1.196, -6.681], [3.954, 0.903, -5.381], [2.947, 1.046, -4.398], [3.238, 0.785, -3.099], [2.276, 0.924, -2.228], [2.621, 0.505, -0.480], [4.136, -0.470, -0.620], [3.170, 2.051, 0.462], [2.091, 2.514, 1.452], [3.522, 3.133, -0.563], [4.417, 1.727, 1.295], [-2.041, 1.324, -2.140], [-2.142, -0.019, -2.860], [-3.068, 1.405, -0.996], [-2.319, 2.470, -3.122], [-0.361, 3.753, -1.918], [0.652, 3.533, -0.482], [-1.102, 3.554, -0.310], [0.373, 2.067, -6.403], [2.169, 1.861, -8.096], [4.430, 1.105, -7.439], [4.936, 0.572, -5.071], [4.916, 0.179, -1.016], [3.991, -1.285, -1.317], [4.430, -0.854, 0.355], [1.079, 2.473, 1.064], [2.299, 3.544, 1.753], [2.106, 1.896, 2.348], [2.659, 3.479, -1.133], [4.271, 2.785, -1.277], [3.940, 3.990, -0.032], [4.256, 0.887, 1.973], [4.643, 2.603, 1.907], [5.294, 1.525, 0.681], [-1.983, -0.850, -2.174], [-1.430, -0.083, -3.684], [-3.147, -0.120, -3.273], [-2.927, 0.627, -0.249], [-4.066, 1.279, -1.422], [-3.050, 2.379, -0.503], [-1.536, 2.591, -3.863], [-2.478, 3.416, -2.604], [-3.248, 2.229, -3.642], [1.640, -0.801, 3.079], [3.516, -1.657, 2.782], [4.492, -1.195, 3.627], [5.745, -1.829, 3.708], [5.953, -2.962, 2.985], [4.954, -3.468, 2.117], [5.193, -4.709, 1.477], [4.244, -5.286, 0.694], [3.063, -4.571, 0.430], [2.818, -3.320, 0.955], [1.341, -2.635, 0.095], [1.688, -2.758, -1.706], [2.897, -3.166, -2.266], [3.087, -3.132, -3.641], [2.073, -2.701, -4.481], [0.859, -2.299, -3.939], [0.677, -2.316, -2.566], [0.089, -3.901, 0.449], [-0.189, -4.154, 1.793], [-1.121, -5.116, 2.138], [-1.768, -5.846, 1.148], [-1.477, -5.611, -0.186], [-0.555, -4.634, -0.541], [3.720, -2.778, 1.931], [4.284, -0.353, 4.274], [6.498, -1.448, 4.384], [6.879, -3.514, 3.072], [6.137, -5.207, 1.661], [4.395, -6.258, 0.245], [2.342, -5.025, -0.238], [3.709, -3.507, -1.641], [4.038, -3.444, -4.053], [2.222, -2.686, -5.552], [0.055, -1.972, -4.586], [-0.278, -2.001, -2.164], [0.330, -3.606, 2.571], [-1.337, -5.307, 3.182], [-2.488, -6.607, 1.419], [-1.961, -6.194, -0.959], [-0.334, -4.472, -1.588], [-6.355, -2.955, 0.859], [-5.569, -3.675, -0.028], [-4.269, -3.267, -0.284], [-3.729, -2.149, 0.352], [-4.545, -1.405, 1.207], [-5.844, -1.812, 1.462], [-2.318, -1.822, 0.061], [-1.495, -0.996, 0.699], [-1.669, -0.358, 2.021], [-1.985, -1.150, 3.129], [-2.136, -0.580, 4.381], [-1.961, 0.789, 4.554], [-1.647, 1.588, 3.464], [-1.498, 1.017, 2.207], [-7.370, -3.267, 1.063], [-5.970, -4.550, -0.523], [-3.659, -3.825, -0.985], [-4.181, -0.493, 1.657], [-6.466, -1.229, 2.128], [-1.941, -2.347, -0.813], [-2.129, -2.213, 2.988], [-2.393, -1.202, 5.228], [-2.075, 1.231, 5.535], [-1.532, 2.657, 3.590], [-1.273, 1.650, 1.357]],
  "atomic_forces_ev_per_a": [[0.686, 0.482, 0.079], [-0.070, -0.063, 0.238], [0.098, -0.170, -0.377], [-0.165, -0.007, 0.044], [0.075, -0.057, -0.021], [-0.153, 0.042, -0.063], [0.011, -0.014, 0.046], [0.064, -0.018, -0.005], [-0.052, 0.017, -0.035], [-0.037, 0.009, 0.016], [0.162, -0.079, 0.037], [-0.039, 0.098, -0.029], [-0.002, 0.019, 0.096], [0.034, 0.136, -0.057], [0.003, -0.048, 0.078], [-0.161, -0.085, 0.065], [0.047, 0.032, 0.018], [0.019, 0.027, 0.001], [0.055, 0.013, -0.048], [-0.109, -0.053, 0.178], [0.080, -0.028, -0.015], [-0.026, -0.002, -0.063], [0.004, 0.037, 0.049], [-0.009, 0.050, 0.019], [0.063, 0.010, -0.049], [-0.009, 0.000, -0.027], [0.007, 0.028, 0.013], [-0.003, -0.023, -0.004], [-0.004, -0.002, -0.003], [0.001, 0.017, 0.010], [-0.007, -0.001, -0.028], [-0.027, -0.056, -0.068], [0.015, 0.042, -0.046], [-0.061, -0.015, -0.013], [0.008, 0.007, -0.025], [0.023, 0.084, -0.031], [0.007, -0.005, -0.001], [0.009, -0.002, 0.013], [-0.008, 0.009, -0.011], [0.003, 0.048, -0.054], [-0.010, 0.011, -0.004], [0.010, 0.001, 0.018], [-0.048, 0.074, -0.073], [-0.003, 0.010, -0.013], [-0.006, 0.000, 0.007], [-0.053, 0.062, -0.072], [0.004, 0.013, -0.024], [-0.010, 0.007, -0.012], [0.015, -0.029, -0.047], [0.001, 0.001, -0.010], [-0.010, 0.018, 0.015], [-0.216, -0.103, 0.255], [0.040, 0.040, 0.097], [0.058, -0.067, -0.022], [-0.067, 0.020, -0.030], [-0.013, 0.011, -0.013], [0.109, -0.040, -0.007], [-0.017, -0.011, -0.006], [-0.024, 0.059, -0.001], [0.069, -0.063, 0.055], [-0.204, 0.063, -0.003], [-0.536, -0.518, -0.228], [0.129, 0.095, -0.003], [-0.054, -0.046, 0.015], [0.007, 0.015, 0.004], [0.000, 0.000, -0.018], [0.017, 0.039, 0.009], [-0.028, -0.047, 0.018], [0.162, 0.004, 0.076], [-0.041, 0.031, 0.040], [-0.032, -0.003, 0.003], [0.009, 0.009, 0.014], [0.003, 0.005, -0.013], [0.033, -0.056, -0.056], [0.040, -0.004, -0.064], [-0.009, -0.002, 0.022], [0.011, 0.017, -0.019], [0.000, 0.001, 0.014], [-0.002, 0.001, 0.003], [-0.005, -0.007, 0.017], [-0.011, 0.009, -0.032], [0.025, -0.005, 0.039], [-0.007, -0.017, -0.003], [0.005, 0.006, 0.002], [-0.011, -0.002, 0.009], [-0.004, 0.006, -0.003], [-0.018, 0.001, -0.001], [0.011, -0.007, -0.005], [-0.003, 0.003, 0.002], [-0.006, 0.008, 0.001], [0.020, -0.003, 0.006], [-0.015, 0.012, 0.002], [0.026, 0.030, -0.022], [-0.045, -0.052, 0.028], [0.164, -0.048, 0.115], [-0.048, 0.025, -0.088], [-0.009, 0.026, -0.036], [-0.069, -0.061, -0.028], [0.140, -0.033, 0.113], [-0.069, 0.070, -0.202], [0.077, -0.022, 0.031], [0.021, -0.002, 0.004], [-0.002, 0.010, 0.006], [-0.012, -0.030, -0.054], [-0.049, 0.027, 0.080], [0.004, -0.003, 0.006], [-0.001, 0.003, 0.000], [0.019, -0.024, 0.020], [0.025, -0.023, 0.073], [-0.003, 0.001, -0.004], [-0.035, 0.058, 0.005], [-0.002, -0.044, -0.002], [0.008, -0.002, -0.002], [-0.009, -0.001, -0.003], [0.022, 0.000, 0.007], [0.003, 0.000, 0.070]],
  "mulliken_charge": [1.9198, -2.0034, 0.2126, -0.7490, 0.1823, 0.0590, -0.6068, -0.6013, -0.6341, -0.4268, 0.2332, -0.2190, -0.2080, 1.0483, -2.0835, 2.2991, -1.5624, -1.6124, -1.8899, 2.0803, -1.7334, -2.0771, -1.7415, 0.5365, 0.4447, 0.4997, 0.5092, 0.4397, 0.4519, 0.5108, 0.7001, 0.2848, 0.4585, 0.0899, 0.5401, 0.1847, 0.3170, 0.3326, 0.5159, 0.3467, 0.5748, 0.3516, 0.0945, 0.2741, 0.6495, 0.4383, 0.5851, 0.3408, 0.1747, 0.4221, 0.5737, 0.4479, 0.7065, -0.4008, -1.0975, -0.9141, 1.4679, -0.9531, -0.8895, -1.3087, 0.9629, 1.3880, 0.6762, -1.0109, -0.7570, -1.0293, -0.9807, 0.1313, 1.4350, -1.0319, -0.5436, -0.6672, -0.8253, -0.4427, -1.0469, 0.5496, 0.4447, 0.4266, 0.4601, 0.4615, 0.4893, 0.3589, 0.4782, 0.4736, 0.5618, -0.1501, 0.3378, 0.5216, 0.4543, 0.5176, 0.4354, -0.5236, -1.1005, -0.3366, 0.7149, 0.1504, -1.1804, 0.5666, -0.1896, -0.0191, 0.0020, -0.9649, -0.7971, -0.9900, 0.5465, 0.4392, 0.4491, 0.4636, 0.4974, 0.4479, -0.2382, 0.4591, 0.4812, 0.4062, 0.4777, 0.5726]
}



{
  "formula": "C54H55Ge2IrN6S",
  "method": "wB97M-V/def2-TZVPD",
  "spin_multiplicity": 1,
  "total_charge": 0,
  "e_tot_ha": -7075.54077,
  "largest_force_ev_per_a": 0.8,
  "symbols": ["Ir", "C", "C", "C", "C", "C", "N", "C", "C", "C", "C", "C", "C", "C", "N", "C", "C", "C", "N", "C", "C", "N", "C", "C", "C", "N", "H", "H", "H", "H", "H", "H", "H", "H", "H", "H", "H", "H", "H", "H", "H", "H", "H", "H", "S", "C", "C", "C", "C", "C", "C", "C", "C", "C", "N", "H", "H", "H", "H", "H", "H", "C", "C", "C", "C", "C", "C", "C", "C", "C", "C", "H", "H", "H", "H", "H", "H", "H", "H", "H", "H", "H", "H", "C", "Ge", "C", "C", "Ge", "C", "C", "C", "C", "C", "C", "C", "C", "C", "C", "C", "C", "H", "H", "H", "H", "H", "H", "H", "H", "H", "H", "H", "H", "H", "H", "H", "H", "H", "H", "H"],
  "positions_angstrom": [[-0.134, 0.100, 0.126], [-3.205, 3.726, 5.655], [-2.312, 3.139, 4.596], [-0.941, 3.012, 4.801], [-0.133, 2.463, 3.820], [-0.646, 2.037, 2.596], [0.215, 1.624, 1.559], [1.234, 2.502, 1.259], [1.122, 3.902, 1.414], [2.084, 4.769, 0.944], [3.230, 4.318, 0.280], [4.225, 5.276, -0.314], [3.388, 2.952, 0.167], [2.440, 2.069, 0.681], [2.806, 0.695, 0.754], [4.018, 0.222, 1.109], [3.949, -1.151, 1.115], [2.629, -1.434, 0.756], [1.950, -0.320, 0.539], [-2.036, 2.083, 2.427], [-2.841, 2.656, 3.410], [-2.602, 1.569, 1.269], [-3.992, 1.248, 1.021], [-4.100, -0.946, 0.606], [-2.899, -1.757, 1.062], [-1.836, -0.791, 1.257], [-2.790, 4.654, 6.054], [-3.327, 3.036, 6.494], [-4.196, 3.943, 5.259], [-0.499, 3.349, 5.732], [0.936, 2.391, 3.980], [0.236, 4.300, 1.891], [1.931, 5.835, 1.068], [4.203, 6.235, 0.206], [4.005, 5.462, -1.368], [5.241, 4.884, -0.254], [4.263, 2.544, -0.327], [4.813, 0.901, 1.361], [4.733, -1.847, 1.356], [2.132, -2.378, 0.663], [-3.912, 2.700, 3.246], [-4.662, 2.099, 0.896], [-4.878, -1.518, 0.107], [-2.681, -2.724, 0.631], [-3.796, -0.486, 3.306], [-4.575, -0.003, 1.766], [-3.542, 0.306, -0.114], [-2.102, 0.465, 0.471], [-2.468, -1.337, 2.439], [-1.550, -2.095, 3.353], [-2.069, -2.960, 4.313], [-1.189, -3.615, 5.156], [0.170, -3.376, 5.022], [0.585, -2.498, 4.034], [-0.248, -1.873, 3.207], [-5.654, 0.041, 1.897], [-3.760, 0.512, -1.153], [-3.138, -3.110, 4.386], [-1.559, -4.299, 5.908], [0.894, -3.857, 5.665], [1.640, -2.283, 3.893], [-0.967, 1.794, -3.212], [-0.049, 2.285, -2.071], [-0.910, 3.175, -1.172], [0.500, 1.084, -1.320], [1.118, 3.061, -2.699], [1.261, 4.436, -2.531], [2.303, 5.127, -3.137], [3.230, 4.459, -3.920], [3.098, 3.089, -4.099], [2.054, 2.404, -3.500], [-1.869, 1.347, -2.798], [-0.483, 1.073, -3.866], [-1.250, 2.659, -3.814], [-1.666, 2.581, -0.664], [-1.420, 3.926, -1.781], [-0.321, 3.687, -0.415], [1.483, 0.803, -1.714], [0.564, 4.986, -1.915], [2.390, 6.197, -2.988], [4.043, 4.998, -4.388], [3.808, 2.548, -4.713], [1.972, 1.337, -3.669], [-1.601, -4.855, 0.867], [0.083, -4.285, 0.019], [0.528, -5.738, -1.248], [1.424, -4.552, 1.450], [-0.059, -2.082, -1.175], [-1.518, -2.500, -2.456], [-1.628, -3.735, -3.100], [-2.645, -3.986, -4.009], [-3.578, -3.000, -4.307], [-3.470, -1.758, -3.702], [-2.445, -1.525, -2.793], [1.518, -2.203, -2.384], [2.699, -2.861, -2.045], [3.776, -2.924, -2.921], [3.688, -2.336, -4.174], [2.512, -1.698, -4.545], [1.447, -1.637, -3.657], [-1.479, -5.887, 1.204], [-2.435, -4.827, 0.164], [-1.844, -4.244, 1.737], [0.929, -6.570, -0.665], [1.276, -5.439, -1.982], [-0.355, -6.098, -1.774], [1.291, -5.571, 1.819], [1.277, -3.867, 2.285], [2.452, -4.464, 1.094], [-0.898, -4.512, -2.911], [-2.708, -4.953, -4.493], [-4.371, -3.195, -5.018], [-4.174, -0.970, -3.943], [-2.333, -0.558, -2.336], [2.796, -3.343, -1.077], [4.682, -3.439, -2.626], [4.523, -2.386, -4.862], [2.421, -1.253, -5.529], [0.524, -1.167, -3.976]],
  "atomic_forces_ev_per_a": [[0.257, 0.803, 0.088], [-0.012, 0.010, 0.011], [-0.040, -0.010, 0.000], [0.026, -0.008, 0.009], [0.008, 0.036, 0.009], [-0.151, 0.039, -0.083], [0.011, -0.210, 0.144], [0.048, 0.045, -0.038], [0.033, -0.020, 0.095], [0.051, -0.012, -0.017], [-0.013, 0.056, -0.001], [0.036, 0.015, 0.023], [-0.016, -0.034, 0.027], [0.013, 0.004, -0.010], [0.010, 0.016, -0.062], [-0.012, 0.001, 0.028], [-0.001, 0.030, 0.023], [0.004, 0.056, 0.181], [-0.050, -0.207, -0.054], [0.048, -0.087, 0.140], [0.032, 0.015, -0.008], [0.082, 0.191, -0.181], [0.012, -0.020, 0.011], [0.013, 0.007, -0.020], [-0.083, -0.032, -0.049], [0.288, -0.011, -0.002], [0.005, -0.004, -0.001], [0.004, -0.002, -0.004], [0.001, 0.002, 0.000], [-0.007, -0.002, 0.001], [0.005, -0.008, -0.023], [-0.002, -0.006, 0.008], [0.000, 0.003, -0.001], [0.003, 0.003, 0.017], [0.054, -0.018, 0.107], [0.003, -0.008, 0.004], [0.007, -0.003, 0.003], [0.009, -0.006, -0.008], [0.003, 0.000, -0.005], [-0.048, -0.048, 0.057], [-0.002, 0.002, 0.001], [-0.018, -0.015, -0.020], [-0.004, -0.017, 0.035], [0.000, 0.106, 0.027], [0.043, -0.015, -0.007], [0.000, -0.009, 0.041], [0.083, -0.126, -0.079], [-0.254, -0.418, 0.170], [-0.190, 0.096, 0.053], [0.057, -0.067, -0.054], [0.003, 0.007, -0.026], [0.007, -0.010, -0.001], [-0.001, 0.013, 0.019], [-0.061, 0.106, 0.114], [-0.022, 0.033, 0.056], [0.001, 0.018, -0.008], [0.090, -0.027, -0.127], [-0.004, 0.009, 0.004], [0.002, 0.001, 0.002], [-0.002, -0.006, -0.002], [-0.008, 0.010, 0.017], [0.059, -0.031, -0.001], [-0.025, 0.161, 0.254], [-0.103, 0.014, -0.097], [-0.024, -0.083, -0.228], [0.010, 0.020, -0.004], [0.012, -0.010, 0.024], [-0.080, -0.019, -0.082], [-0.020, 0.002, -0.020], [0.025, -0.008, 0.004], [-0.047, 0.021, -0.014], [0.003, -0.010, 0.016], [0.072, -0.125, -0.036], [-0.006, -0.004, -0.003], [0.024, 0.039, -0.050], [0.001, 0.018, 0.005], [-0.066, -0.058, -0.062], [-0.072, -0.213, -0.146], [0.006, -0.010, -0.014], [-0.016, 0.000, -0.011], [0.004, -0.001, -0.001], [-0.002, 0.005, 0.002], [-0.012, -0.071, 0.000], [0.003, -0.074, 0.011], [0.039, 0.089, 0.045], [-0.001, -0.024, 0.033], [-0.011, 0.064, 0.017], [-0.107, 0.003, -0.045], [0.059, -0.011, -0.019], [0.050, -0.067, 0.010], [-0.014, 0.013, 0.003], [0.014, 0.001, 0.001], [-0.030, 0.005, -0.040], [-0.054, 0.022, 0.029], [0.026, -0.056, 0.054], [0.040, 0.009, -0.001], [-0.003, 0.000, -0.005], [-0.008, -0.003, 0.000], [0.024, 0.035, 0.004], [-0.038, -0.005, -0.022], [0.020, -0.009, -0.021], [-0.009, 0.002, -0.001], [0.030, -0.095, -0.011], [0.019, 0.006, -0.009], [-0.006, 0.024, -0.005], [0.012, -0.012, 0.030], [-0.019, -0.010, -0.011], [0.064, -0.110, -0.187], [0.005, -0.013, -0.024], [-0.037, 0.064, -0.017], [0.002, -0.001, -0.003], [-0.002, -0.003, 0.004], [0.012, -0.012, 0.006], [-0.100, 0.215, 0.122], [0.000, -0.031, -0.105], [0.001, -0.006, -0.002], [0.000, -0.001, 0.003], [0.001, -0.002, 0.008], [-0.078, 0.090, -0.025]],
  "mulliken_charge": [1.8257, -1.6353, 0.7359, -0.9472, -0.0116, -0.6440, 0.3334, 0.1287, 0.1072, -1.0199, 0.8080, -1.5183, -0.8249, -0.6906, 0.4429, -0.4078, -1.5710, 0.0113, 0.5732, 0.6144, -0.6855, 0.4469, -1.0885, -1.0249, -0.8979, 0.6995, 0.3999, 0.2976, 0.3855, 0.3969, 0.4802, 0.3920, 0.3583, 0.4030, 0.0871, 0.3768, 0.6060, 0.5885, 0.5377, -0.4814, 0.2942, 0.5633, 0.6103, -0.5264, -0.3226, 0.0764, -0.8208, -0.7986, 1.5420, -1.0736, -0.3042, -0.8772, -0.4981, -0.7595, 0.5920, 0.5518, 0.8021, 0.5817, 0.4376, 0.4748, 0.3969, -1.6290, 4.2645, -2.1723, -1.6242, -0.5644, -0.1864, -1.2243, -0.2238, -1.1676, 0.0452, 0.2295, 0.3101, 0.5214, 0.1371, 0.8136, 0.1074, 0.9535, 0.3367, 0.3707, 0.4304, 0.4620, 0.2933, -1.3189, 2.2965, -1.5368, -0.9220, -0.9955, 0.0200, -1.0188, -0.8206, -0.7377, -0.9214, 1.0747, 0.5446, 0.3105, -0.9691, -0.7087, -0.5191, -0.1448, 0.5666, 0.3988, 0.2050, 0.5056, 0.4229, 0.4132, 0.4781, -0.1625, 0.4421, 0.3455, 0.4562, 0.3713, 0.4376, -0.4483, 0.3101, 0.4395, 0.3780, 0.4763, 0.3182]
}